Entry 1:
{"formula": "C27H40BIrN6S3", "method": "ωB97M-V/def2-TZVPD", "e_lumo_ev": -7.83, "gap_ev": 6.1245, "charge": 2, "multiplicity": 1, "symbols": ["Ir", "C", "C", "C", "C", "N", "N", "B", "N", "N", "C", "C", "C", "C", "C", "S", "C", "C", "C", "C", "N", "N", "C", "C", "C", "C", "C", "S", "C", "C", "C", "C", "C", "S", "C", "C", "C", "C", "H", "H", "H", "H", "H", "H", "H", "H", "H", "H", "H", "H", "H", "H", "H", "H", "H", "H", "H", "H", "H", "H", "H", "H", "H", "H", "H", "H", "H", "H", "H", "H", "H", "H", "H", "H", "H", "H", "H", "H"], "coordinates": [[0.1351, -2.6164, -2.5901], [5.1871, -1.4121, -2.3349], [3.9691, -0.8311, -1.6414], [4.1474, 0.3111, -0.8614], [3.0677, 0.8894, -0.1958], [1.8420, 0.3188, -0.3327], [1.6113, -0.7759, -1.0612], [0.1313, -1.2593, -0.9867], [-0.2815, -2.2311, 0.1521], [-0.7215, -1.5632, 1.2195], [-1.1537, -2.1544, 2.3604], [-1.1440, -3.5472, 2.4278], [-0.7078, -4.3006, 1.3353], [-0.7348, -5.8117, 1.4556], [-0.2681, -3.6256, 0.1629], [0.1436, -4.4172, -0.9867], [-1.6400, -1.2961, 3.5303], [-3.1121, -1.6318, 3.8457], [-0.7667, -1.5640, 4.7728], [-1.5478, 0.2091, 3.1848], [-1.0331, -0.5366, -1.7261], [-0.9641, 0.7913, -1.6368], [-1.9077, 1.6346, -2.1290], [-3.0002, 1.0833, -2.8040], [-3.1201, -0.3013, -2.9435], [-4.3314, -0.8373, -3.6839], [-2.1224, -1.1458, -2.3830], [-2.2654, -2.6038, -2.5673], [-1.7358, 3.1354, -1.8735], [-2.8421, 4.0029, -2.5176], [-0.3732, 3.5882, -2.4330], [-1.7779, 3.3702, -0.3492], [2.6716, -1.4038, -1.7453], [2.5174, -2.6162, -2.5673], [3.2571, 2.1241, 0.6904], [4.2354, 1.7933, 1.8373], [3.8121, 3.2948, -0.1470], [1.9175, 2.5676, 1.3134], [6.1076, -0.8255, -2.1280], [5.3612, -2.4510, -1.9832], [5.0281, -1.4175, -3.4338], [5.1340, 0.7459, -0.7678], [-1.4840, -4.0474, 3.3253], [-1.1112, -6.1457, 2.4460], [-1.4004, -6.2402, 0.6769], [0.2908, -6.2173, 1.3264], [-3.2316, -2.6965, 4.1368], [-3.4846, -1.0080, 4.6869], [-3.7524, -1.4394, 2.9576], [-0.8252, -2.6271, 5.0873], [0.2968, -1.3215, 4.5586], [-1.1022, -0.9394, 5.6290], [-2.1737, 0.4495, 2.2976], [-1.9026, 0.8314, 4.0348], [-0.4979, 0.4978, 2.9622], [-3.7742, 1.7147, -3.2148], [-4.9998, -0.0249, -4.0408], [-4.0044, -1.4209, -4.5700], [-4.9243, -1.4918, -3.0105], [-2.8510, 3.8755, -3.6214], [-3.8427, 3.7373, -2.1125], [-2.6708, 5.0796, -2.2997], [-0.3313, 3.4224, -3.5310], [-0.2065, 4.6690, -2.2336], [0.4599, 3.0232, -1.9615], [-2.7644, 3.0638, 0.0624], [-1.0034, 2.7740, 0.1712], [-1.6158, 4.4427, -0.1066], [5.2339, 1.5024, 1.4491], [4.3755, 2.6744, 2.5003], [3.8429, 0.9536, 2.4515], [4.8001, 3.0463, -0.5878], [3.1134, 3.5449, -0.9745], [3.9440, 4.1995, 0.4853], [1.4773, 1.7538, 1.9294], [2.0582, 3.4569, 1.9654], [1.2023, 2.8404, 0.5137], [0.1351, -2.6164, -0.8658]], "atomic_forces_ev_per_a": [[0.7702, -3.8319, 0.9697], [-0.1693, -0.2927, -0.1771], [1.5742, 2.1300, 1.3581], [-0.0006, -1.5436, -1.0893], [-2.6429, -0.9001, 0.0089], [1.2624, 1.8694, 1.3169], [1.4546, 1.0598, 0.5994], [0.7252, 0.1508, -3.0417], [-2.4444, -0.1891, 6.6029], [-0.9827, 1.2727, 2.8570], [0.8655, 1.7211, -2.1475], [0.6859, -1.4466, -1.5246], [-0.9459, 0.2913, 3.1060], [0.1668, -0.0962, -0.4084], [-3.9415, 5.5757, 10.4748], [3.7163, -7.0795, -12.2230], [-0.0956, 1.0122, 0.0243], [-0.3891, -0.3533, -0.1588], [0.4268, -0.3282, 0.1457], [0.1140, 0.2283, -0.2916], [-1.0089, 1.6473, 0.0263], [-0.4909, 2.4322, -0.0710], [1.6806, -1.4169, 0.9433], [-0.4028, -1.7487, -0.1879], [-0.8367, 2.8777, -0.1036], [0.0815, -0.3277, 0.0315], [0.8264, 10.7470, 1.2882], [0.0676, -11.8776, -1.1526], [0.3539, 0.5051, 0.2670], [-0.3017, -0.3012, -0.2598], [0.5370, -0.0313, -0.1460], [-0.0581, -0.1678, 0.5721], [0.4470, 9.1906, 6.3356], [-2.6050, -9.4789, -6.9402], [-0.5729, 0.3993, 0.4766], [0.3111, -0.3578, 0.1631], [0.1680, 0.1144, -0.4200], [-0.3058, -0.0467, 0.0418], [-0.7854, -0.2918, -0.0220], [-0.0692, 0.4857, -0.3757], [0.1314, -0.1898, 0.5676], [-0.0032, -0.0294, -0.0717], [-0.0164, -0.0621, -0.0837], [0.2604, 0.4486, -0.6718], [0.4611, 0.0950, 0.3415], [-0.5910, 0.0644, -0.0394], [-0.0192, 0.5685, -0.1151], [0.3397, -0.3811, -0.5528], [0.3069, -0.1067, 0.5544], [0.0642, 0.5685, -0.0817], [-0.5991, -0.1353, 0.1972], [0.1483, -0.3878, -0.6320], [0.4173, -0.0971, 0.5219], [0.2034, -0.5368, -0.4821], [-0.6451, -0.1254, 0.0851], [0.0439, 0.0615, -0.0544], [0.6180, -0.4339, 0.3579], [-0.2751, 0.1504, 0.5338], [0.3067, 0.2066, -0.5062], [-0.0718, 0.1514, 0.5852], [0.5205, 0.2072, -0.2755], [0.0044, -0.7856, -0.0940], [0.0351, 0.1553, 0.5996], [-0.2005, -0.6718, -0.1361], [-0.4949, 0.2883, -0.2753], [0.5218, 0.2496, -0.2015], [-0.3466, 0.2970, -0.2904], [-0.1284, -0.6572, -0.2480], [-0.4907, 0.1565, 0.2709], [-0.1418, -0.5282, -0.4899], [0.2653, 0.4980, -0.3108], [-0.5101, 0.2023, 0.2063], [0.4265, -0.0858, 0.4565], [-0.1102, -0.6341, -0.3517], [0.1903, 0.4948, -0.4009], [0.0537, -0.5763, -0.4441], [0.2565, -0.1756, 0.4540], [1.8828, 0.1330, -5.7914]], "mulliken_charge": [0.721, -1.795, 0.363, -0.380, 0.053, -0.440, 0.911, -0.143, 1.063, -0.732, -0.184, -0.201, 0.119, -1.952, 1.117, -0.576, 1.777, -1.584, -1.542, -1.490, 0.589, -0.571, -0.762, -0.148, 0.270, -1.763, 1.373, -0.577, 2.159, -2.135, -1.275, -1.226, 0.978, -0.547, 1.825, -1.607, -1.517, -1.342, 0.354, 0.403, 0.408, 0.393, 0.449, 0.389, 0.419, 0.425, 0.345, 0.436, 0.354, 0.349, 0.348, 0.429, 0.361, 0.466, 0.094, 0.570, 0.358, 0.388, 0.383, 0.445, 0.446, 0.378, 0.395, 0.422, 0.048, 0.359, 0.033, 0.440, 0.337, 0.429, 0.349, 0.337, 0.254, 0.450, 0.178, 0.504, 0.001, -0.759]}

***

Entry 2:
{"formula": "C5H8N2O2", "method": "ωB97M-V/def2-TZVPD", "smiles": "C=CC(=O)/C(N)=C(/N)O", "e_lumo_ev": [-0.06, -0.06], "gap_ev": [7.3887, 7.3897], "e_above_lowest_kcal_mol": 101.3, "charge": 0, "multiplicity": 1, "symbols": ["C", "C", "C", "O", "C", "N", "C", "N", "O", "H", "H", "H", "H", "H", "H", "H", "H"], "coordinates": [[-1.3103, -1.2404, -1.5317], [-1.2915, -0.0071, -1.0121], [-1.3087, 0.1937, 0.6537], [-2.3479, 0.3273, 1.2534], [0.0710, 0.2547, 0.9931], [0.6088, -0.1695, 2.2162], [0.8290, 0.5221, -0.1773], [2.0252, -0.1065, -0.4008], [0.8026, 1.6993, -0.8770], [-0.7712, -2.0557, -1.0555], [-1.8435, -1.4654, -2.4500], [-1.8050, 0.8051, -1.5187], [-0.0244, -0.7385, 2.7703], [1.0092, 0.5927, 2.7519], [2.4043, 0.0000, -1.3334], [2.0665, -1.0464, -0.0284], [0.8859, 2.4345, -0.2537]], "atomic_forces_ev_per_a": [[0.4905, 0.4478, 0.0906], [-2.4522, 0.0217, 1.9091], [0.6912, 1.5353, -2.8939], [0.0931, -0.8284, 0.1665], [-0.6812, -0.0535, -0.4335], [0.6408, -0.1367, 0.0520], [2.6648, -0.1320, 1.8356], [-0.5392, -0.3943, -0.1064], [-0.6760, -0.3702, -0.6036], [-0.3489, -0.0818, 0.1986], [0.4078, 0.0604, -0.1815], [-0.0462, -0.0831, -0.1908], [0.1711, 0.2988, -0.1793], [-0.1529, -0.3048, 0.1538], [0.1340, 0.2617, 0.2817], [0.0510, 0.0703, -0.0887], [-0.4476, -0.3113, -0.0103]], "mulliken_charge": [-0.745, -0.236, 0.486, -0.609, -0.112, -0.557, 0.444, -0.441, -0.490, 0.251, 0.292, 0.342, 0.247, 0.204, 0.279, 0.257, 0.387]}

***

Entry 3:
{"formula": "C3H10NO", "method": "ωB97M-V/def2-TZVPD", "s_squared": 0.75, "e_lumo_ev": [0.94, -1.79], "gap_ev": [9.2836, 6.5441], "e_above_lowest_kcal_mol": 31.4, "charge": 0, "multiplicity": 2, "symbols": ["C", "O", "H", "H", "H", "C", "C", "N", "H", "H", "H", "H", "H", "H", "H"], "coordinates": [[1.6252, -1.1191, -2.2205], [1.9055, -1.0628, -0.8848], [2.4506, -0.7626, -2.8261], [0.6307, -0.6676, -2.4579], [1.5943, -2.2026, -2.5568], [-1.0863, 0.7622, 2.2104], [-1.2625, 0.3925, 0.7155], [-0.0524, 0.7699, -0.0225], [-0.7606, -0.1050, 2.8219], [-2.0182, 1.0701, 2.7156], [-0.3211, 1.5634, 2.4024], [-2.1589, 0.6749, 0.1811], [-1.2045, -0.6860, 0.8137], [0.5683, -0.0282, -0.0941], [0.0900, 1.4009, -0.7980]], "atomic_forces_ev_per_a": [[-0.8032, -0.6812, -0.0849], [0.3509, -0.5689, -0.4948], [0.2254, 0.5238, -0.1934], [0.7120, -0.2322, -0.0304], [-0.1438, 0.6269, 0.6401], [-0.2787, 0.9058, 1.1871], [1.8289, 0.0348, 0.4621], [0.8060, -0.7718, 0.2017], [0.0189, 0.3000, -0.6007], [0.1469, 0.0760, -0.3345], [-0.8060, -0.6529, -0.5317], [-0.3680, 0.2971, 0.3941], [-0.5754, -0.3986, -0.7930], [-0.0909, 0.5409, -0.1098], [-1.0232, 0.0003, 0.2882]], "mulliken_charge": [-0.475, -0.373, 0.249, 0.283, 0.251, -1.016, -0.340, -0.443, 0.268, 0.302, 0.281, 0.435, 0.184, 0.219, 0.174]}

***

Entry 4:
{"formula": "CH5N3", "method": "ωB97M-V/def2-TZVPD", "s_squared": 0.76, "e_lumo_ev": [-5.64, -8.12], "gap_ev": [10.7471, 8.0659], "e_above_lowest_kcal_mol": 35.7, "charge": 1, "multiplicity": 2, "symbols": ["N", "C", "N", "N", "H", "H", "H", "H", "H"], "coordinates": [[-0.7090, 0.6524, -0.6829], [-0.0120, -0.0758, 0.3418], [1.0862, -0.8682, -0.1285], [-0.3820, 0.1770, 1.6090], [-1.4335, 1.2401, -0.2308], [-0.8298, 0.0128, -1.5340], [0.9495, -1.8611, -0.3649], [1.7061, -0.4872, -0.7335], [-0.3755, 1.2101, 1.7237]], "atomic_forces_ev_per_a": [[1.4963, -3.2341, 2.8696], [0.3737, 1.5954, -4.3941], [-4.0479, -1.7691, 3.4837], [0.9095, -0.3314, -0.9338], [0.0559, -0.3374, -1.4617], [-0.2690, 1.8496, 1.3432], [-0.1185, 0.4951, 0.9731], [1.8412, 2.1489, -2.4035], [-0.2412, -0.4170, 0.5235]], "mulliken_charge": [-0.362, 0.601, -0.455, -0.286, 0.277, 0.319, 0.299, 0.266, 0.342]}

***

| no. | electronic energy (eV) |
| --- | --- |
| 1 | -73588.556 |
| 2 | -12386.542 |
| 3 | -6807.386 |
| 4 | -5578.350 |